The following is a quantum chemistry calculation of C35H74Br3F9N6O10 as an isolated structure at a distorted geometry, from OMol25.

Geometry (Å):
C 1.79236 0.52101 -3.49324
C 0.45300 0.00682 -2.95533
N 0.43310 -0.08921 -1.48723
C 0.72711 -1.20431 -0.78199
C 0.53091 -0.90776 0.57580
N 0.41521 0.47902 0.69465
C 0.27181 0.90020 -0.60320
C 0.28043 1.28611 1.93437
H 2.18270 1.37330 -2.93705
H 1.75074 0.66180 -4.57331
H 2.46538 -0.31353 -3.29655
H 0.37003 -0.97063 -3.43053
H -0.41685 0.61256 -3.20938
H 1.06432 -2.05797 -1.35116
H 0.59883 -1.45172 1.50633
H 0.11771 1.90641 -0.96401
H 1.16378 1.47404 2.54467
H -0.37376 0.67457 2.55579
H -0.09564 2.29230 1.74933
C 3.14771 3.97882 -0.15315
O 3.47697 5.24731 -0.72911
O 1.75163 3.97089 -0.32338
C 4.18406 2.79621 -0.54428
F 4.37339 2.60609 -1.87422
F 5.37645 2.94522 0.05354
F 3.72389 1.62386 -0.01754
C 4.77431 5.77702 -0.69251
C 4.80760 7.06724 -1.48155
H 4.34108 6.89364 -2.45126
H 4.09730 7.74092 -1.00225
H 5.80770 7.49604 -1.54509
H 5.53878 5.07767 -1.03102
H 5.02586 6.06171 0.32914
H 3.29951 4.21251 0.90063
C -2.48691 4.45792 1.38426
O -3.28181 5.46368 0.76822
O -1.24843 4.43607 0.72088
C -2.49409 4.58741 2.93076
F -1.90559 3.60146 3.63669
F -1.88320 5.75485 3.31100
F -3.70867 4.64990 3.40601
C -4.71986 5.39257 0.79971
C -5.41657 6.49692 0.05079
H -6.44506 6.27672 -0.23524
H -5.38057 7.39535 0.66694
H -4.82551 6.83167 -0.80167
H -5.20737 5.30238 1.77044
H -5.03022 4.52598 0.21593
H -2.95133 3.50284 1.13883
C -2.18234 3.44508 -3.15951
O -1.90172 2.37691 -4.10696
O -1.01214 3.87158 -2.51681
C -3.17110 4.50716 -3.74182
F -3.72695 5.16258 -2.69321
F -2.55215 5.42679 -4.52632
F -4.17929 4.00751 -4.49694
C -0.95156 2.63094 -5.15834
C -0.98067 1.36182 -5.97020
H -1.95629 1.06257 -6.35323
H -0.25063 1.33727 -6.77923
H -0.63651 0.48180 -5.42686
H 0.05574 2.97662 -4.92607
H -1.30683 3.40565 -5.83783
H -2.85084 2.87961 -2.51032
C 5.11270 -4.26404 -2.28256
Br 5.26747 -4.47011 -4.24928
Br 4.63100 -6.00388 -1.44451
Br 3.82164 -2.90075 -1.78132
H 6.08848 -3.93799 -1.92249
C -1.45662 -3.19407 3.35536
C -0.56045 -3.28875 4.59471
C -1.21407 -4.29185 5.59854
O -0.66084 -4.01327 6.89189
C -1.23784 -4.70568 7.98730
N 0.75307 -3.80179 4.26460
H -0.99787 -2.44808 2.70641
H -2.43129 -2.91581 3.75624
H -1.49165 -4.12593 2.79100
H -0.36465 -2.34785 5.10897
H -1.11992 -5.33186 5.28611
H -2.27129 -4.03681 5.67156
H -2.31063 -4.52749 8.06126
H -0.77229 -4.38567 8.91948
H -1.03523 -5.76566 7.83402
H 0.66795 -4.61394 3.67024
H 1.25881 -4.06509 5.09826
C 3.88303 -0.11188 2.92423
C 3.37267 -1.41269 3.51120
C 3.99226 -1.71793 4.87331
O 5.35847 -2.07631 4.56590
C 6.12588 -2.38992 5.70979
N 1.95292 -1.25209 3.70163
H 3.22062 0.10275 2.08563
H 4.93487 -0.16314 2.64299
H 3.75611 0.70510 3.63455
H 3.39930 -2.20381 2.76185
H 3.46981 -2.56931 5.30954
H 4.03542 -0.85704 5.54046
H 7.18789 -2.54229 5.51734
H 5.77310 -3.27983 6.23104
H 6.06806 -1.56285 6.41740
H 1.59525 -2.16565 3.94161
H 1.68301 -0.80115 4.56413
C -3.21326 0.31485 0.02945
C -4.22473 -0.79727 -0.24090
C -3.87005 -2.09786 0.46801
O -2.53497 -2.40869 0.23664
C -2.16115 -2.74974 -1.03951
N -5.54686 -0.28532 0.10139
H -2.95790 0.49782 1.07320
H -3.66467 1.22119 -0.37414
H -2.32046 0.26955 -0.59421
H -4.22176 -0.99899 -1.31206
H -4.45821 -2.98080 0.21782
H -4.04645 -2.03805 1.54198
H -2.27357 -1.93622 -1.75621
H -2.72946 -3.60995 -1.39328
H -1.09146 -2.95762 -1.06501
H -6.18120 -0.98954 -0.24760
H -5.68460 -0.33593 1.10068
C -2.01628 -3.07780 -4.74040
C -1.21133 -4.40077 -4.65030
C -0.24276 -4.45868 -3.46364
O 0.69279 -3.37144 -3.24090
C 1.66275 -3.19568 -4.25116
N -2.20993 -5.42531 -4.61531
H -2.66479 -2.94299 -5.60605
H -1.33470 -2.25329 -4.94956
H -2.60624 -2.83889 -3.85554
H -0.64213 -4.42985 -5.57942
H 0.23337 -5.43872 -3.49414
H -0.87024 -4.57453 -2.57993
H 1.18252 -3.11734 -5.22653
H 2.22134 -4.12766 -4.33756
H 2.27666 -2.31106 -4.08183
H -2.72599 -5.46118 -5.48277
H -2.91805 -5.25573 -3.91537

E_LUMO (alpha / beta) = 0.895 / 0.895 eV
2S+1 = 2
Total charge = -1
Energy = -301486.378 eV

These are the Löwdin partial charges, in e, on atoms 1 to 5: C -0.03; C -0.15; N -0.02; C -0.06; C -0.01